[1]
{"formula": "C29H52F6N2O8PS", "method": "wB97M-V/def2-TZVPD", "charge": 1, "homo_energy_ev": -10.0, "species": ["C", "H", "H", "H", "F", "C", "H", "H", "H", "C", "H", "C", "H", "C", "H", "H", "H", "C", "H", "C", "H", "O", "C", "O", "N", "C", "H", "S", "C", "H", "H", "H", "H", "C", "C", "F", "C", "H", "C", "H", "C", "O", "H", "H", "H", "H", "H", "H", "H", "O", "F", "C", "C", "H", "H", "H", "H", "C", "O", "H", "H", "O", "F", "H", "H", "H", "H", "H", "H", "H", "F", "C", "C", "C", "C", "H", "C", "N", "C", "H", "H", "H", "H", "P", "C", "C", "H", "H", "C", "O", "O", "C", "C", "H", "H", "H", "F", "H", "H"], "xyz": [[0.9561, -0.3134, 1.9829], [4.0031, 6.9838, -4.8625], [4.0055, 7.2504, -7.0112], [-3.6154, -6.8112, 6.8934], [0.9978, -5.0924, 2.9005], [-3.2923, -2.5947, 6.5875], [5.9245, 2.5728, -8.1259], [-1.9550, 6.8302, -2.6941], [2.2200, 7.0377, -4.8228], [-0.3578, -0.7389, 1.8543], [4.3016, 6.1319, -9.1683], [3.0912, 6.3809, -4.9281], [2.5933, 1.8476, -8.6088], [0.2650, -2.9102, 2.6325], [2.4925, 6.7319, -7.7865], [-1.2282, -2.2005, 6.7125], [5.7678, 2.1809, -6.3982], [0.2277, -6.6902, 5.1559], [-1.9002, -6.6291, 6.8012], [-2.0628, 5.7344, -0.8414], [1.2278, 0.7014, 1.7279], [5.4888, 5.1954, -7.8717], [5.3872, 2.8226, -7.2042], [-2.1187, 5.4777, -4.6614], [-1.8030, -5.7465, 4.2333], [1.5805, -2.4971, 2.7576], [-1.6730, 7.3239, -5.5022], [-0.2745, -9.9746, 4.8299], [-0.7563, 5.0925, -4.6416], [-1.6135, -3.8669, 7.0067], [-2.9334, -5.2503, 7.2515], [-2.5520, -8.2461, 2.4756], [-1.3717, 5.4096, -0.0546], [0.0980, -5.1804, 5.4310], [3.4027, 6.3770, -7.2838], [-1.9256, 0.9377, 2.4306], [-0.9506, -7.0310, 4.2423], [-3.5873, -1.8341, 5.8670], [-1.8422, -3.0289, 6.3571], [-3.3775, -2.1356, 7.5721], [-1.2944, 6.5094, -1.8861], [3.0354, 5.6452, -6.1289], [3.0898, 5.6665, -4.1061], [3.9243, 0.7195, -8.2759], [-2.4246, -3.1240, 4.2999], [0.1456, -7.2647, 6.0749], [-2.2425, -5.7463, 3.3111], [2.9464, -0.8730, 2.5002], [1.1760, -3.4858, 5.7211], [-0.1370, 5.8595, -2.3771], [-2.4592, -0.4305, 0.8064], [-0.1118, -4.3231, 2.9762], [-0.7038, -2.0363, 2.1672], [5.1438, 4.5393, -5.9234], [4.1759, 2.1040, -9.3691], [3.5968, 4.6406, -8.5458], [-3.6802, -6.5081, 4.6763], [-2.8355, -6.1146, 6.6008], [-2.7433, 4.6229, -1.3959], [-1.6478, 3.2575, -0.2936], [-2.8017, 6.4121, -0.3937], [-2.4280, -9.0169, 3.0403], [-0.9942, -4.7732, 1.9967], [2.3310, -3.1890, 3.1112], [6.7512, 4.3082, -6.6120], [-3.9964, -3.4265, 6.5788], [1.8103, -4.7694, 6.4323], [-3.5341, -4.8116, 4.9767], [-0.6320, 4.2017, -5.2711], [-3.3205, 3.5225, 0.2672], [-0.4959, -7.1675, 2.9471], [-1.4166, 0.2179, 1.3866], [-2.6728, 3.4534, -0.6161], [4.1716, 5.5271, -8.2677], [-1.4992, -3.2631, 4.8712], [-0.9153, 7.4073, -1.3916], [5.6817, 4.2570, -6.8312], [1.3718, -4.4715, 5.5678], [-3.0319, -5.7627, 5.1336], [-3.7162, -9.0550, 5.1170], [-0.9044, 3.9693, -2.8082], [-1.7265, -2.3613, 2.0447], [-3.0117, 2.6242, -1.2364], [-1.6839, -8.7794, 4.4337], [-2.4155, 6.5205, -5.5614], [1.9199, -1.1976, 2.4232], [1.1531, -6.9135, 4.6360], [-0.1223, 5.8873, -5.0506], [-0.8436, -4.5609, 4.3854], [-2.8783, -8.7456, 5.4870], [3.9988, 2.5845, -7.3565], [-0.2829, 4.7528, -3.2488], [3.6689, 1.7700, -8.4573], [-3.3880, 6.9243, -5.2847], [-0.4038, -5.1508, 6.3990], [-2.4659, 6.1610, -6.5953], [-0.9310, 1.1024, 0.4882], [0.7285, 4.3522, -3.3539], [-0.8680, -2.4461, 4.5448]], "mulliken_charge": [-0.575, 0.434, 0.385, 0.383, -0.367, -1.427, 0.352, 0.130, 0.312, -0.324, 0.403, -0.828, 0.230, -0.765, 0.354, 0.520, 0.364, -1.754, 0.310, -0.514, 0.487, -0.448, -0.556, -0.325, -0.042, -0.701, 0.333, -0.321, -0.299, 0.292, 0.335, 0.395, 0.310, -0.713, -0.635, -0.273, 0.300, 0.390, -0.982, 0.429, -0.338, -0.218, 0.210, 0.330, 0.761, 0.572, 0.696, 0.433, 0.306, -0.418, -0.286, 2.067, 0.093, 0.068, 0.367, 0.120, 0.623, -1.317, -0.349, 0.336, 0.384, -0.508, -0.434, 0.562, 0.391, 0.305, 0.398, 0.640, 0.371, 0.409, -0.290, 0.916, -0.845, -0.324, -1.180, 0.397, -0.250, -0.463, -0.526, 0.362, 0.037, 0.675, 0.322, 0.748, -0.760, -1.130, 0.357, 0.152, 0.952, -0.446, -0.264, -0.320, -0.809, 0.249, 0.384, 0.324, -0.243, 0.449, 0.352]}

[2]
{"formula": "C4H7O2Si", "method": "wB97M-V/def2-TZVPD", "charge": -1, "relative_energy_kcal_mol": 8.2, "homo_energy_ev": -3.6, "species": ["H", "C", "H", "H", "C", "C", "H", "O", "O", "H", "Si", "H", "H", "C"], "xyz": [[-0.1065, -1.3123, -1.2193], [-1.4146, 1.2741, -0.0456], [-1.3532, 2.4058, -0.1733], [-1.5913, -2.9452, -0.1608], [-0.3500, 0.5069, 0.0744], [1.0582, 0.9842, -0.0731], [1.7617, 0.0873, -0.2106], [-2.4578, -0.8691, 0.0327], [-3.8035, 0.9269, 0.0647], [1.0381, 1.8147, -0.7644], [-0.8771, -1.4801, 0.0027], [1.2833, 1.3462, 0.8486], [-0.2826, -1.7159, 1.4049], [-2.6867, 0.4601, 0.0327]], "mulliken_charge": [-0.190, -0.568, 0.238, -0.308, 0.381, -1.171, 0.249, -0.368, -0.650, 0.331, 0.359, 0.351, -0.171, 0.516]}

Question: What is the formula in the second record?
Answer: C4H7O2Si